(1)
A gas-phase ion, C10H18N3O2 (charge +1) in a non-equilibrium geometry. Source: the OMol25 dataset; level of theory: the ωB97M-V functional and the def2-TZVPD basis.

Energy above the lowest of the compared OMol25 structures with the same formula, charge and spin: 7.057 eV
Orbital gap (alpha / beta): 9.218 / 9.217 eV
Structure (SMILES): CC(C)(C[NH3+])C1=[N+]([O-])O[C@H](/C=C/N)C=C1
F_max: 4.334 eV/A
Net charge: +1

```
33
C10H18N3O2 (the ωB97M-V functional and the def2-TZVPD basis)
O -2.265 0.106 -0.724
O -0.951 -0.631 -2.358
N -2.221 1.233 1.465
N -1.093 -0.002 -1.208
N 0.156 -2.847 1.216
C 0.054 0.262 -0.633
C 0.142 -1.607 -2.435
C 0.104 -2.521 -1.288
C 0.194 1.119 0.662
C 1.235 0.244 -1.484
C -0.923 0.654 1.687
C 1.322 -0.624 -2.461
C 0.533 -2.152 -0.041
C -0.058 2.644 0.167
C 1.567 1.073 1.309
H 1.023 -3.287 1.622
H 0.994 2.827 -0.353
H -0.176 3.293 1.044
H -0.448 0.807 2.580
H 2.019 1.082 -1.372
H -0.950 2.725 -0.533
H 2.378 1.750 0.873
H -2.483 0.736 0.423
H 1.226 -1.308 -0.005
H -2.155 2.234 1.384
H -0.009 -2.044 -3.466
H 2.224 -0.807 -3.067
H 1.540 1.178 2.338
H -0.973 -0.401 1.515
H -0.586 -3.531 1.108
H 1.932 0.028 1.135
H -2.671 0.991 2.386
H -0.681 -3.223 -1.488
```

***

(2)
C10H18N4O5 in the gas phase in a non-equilibrium geometry. Source: the OMol25 dataset; level of theory: the ωB97M-V functional and the def2-TZVPD basis.

Energy above the lowest of the compared OMol25 structures with the same formula, charge and spin: 0.665 eV
Orbital gap: 10.305 eV
Structure (SMILES): CNC(=O)[C@@H](CC(N)=O)NC(=O)[C@@H](CO)NC(C)=O
F_max: 3.102 eV/A

```
37
C10H18N4O5 (the ωB97M-V functional and the def2-TZVPD basis)
O -1.591 0.234 -0.335
O 0.124 -3.180 -2.899
O 0.137 2.521 3.666
O 2.644 -1.000 1.953
O -0.670 -1.302 -4.784
N 1.750 -0.057 3.762
N -1.537 2.576 2.248
N -1.336 -0.305 -2.902
N 0.529 -0.399 0.235
C 0.622 1.757 1.537
C 1.736 -0.370 2.465
C -0.373 -0.990 -1.993
C -0.599 -2.508 -1.908
C -1.340 -0.428 -4.243
C 0.565 0.192 1.604
C 2.885 -0.448 4.597
C -2.066 0.655 -5.028
C -0.517 -0.347 -0.602
C -0.272 2.372 2.554
H 0.356 2.109 0.544
H -2.152 2.908 2.969
H -0.235 -2.869 -3.768
H -1.866 0.509 -6.093
H 2.798 -1.522 4.796
H 1.640 2.050 1.710
H -1.943 0.416 -2.523
H 0.665 -0.840 -2.259
H -0.337 -0.119 2.133
H -1.930 2.244 1.376
H 3.832 -0.269 4.064
H -1.744 1.678 -4.716
H -0.246 -2.851 -0.912
H -3.155 0.597 -4.839
H 2.894 0.068 5.536
H -1.660 -2.745 -1.998
H 1.092 0.647 4.105
H 1.301 -0.984 -0.052
```

***

(3)
C10H18N4S in the gas phase in a non-equilibrium geometry. Source: the OMol25 dataset; level of theory: the ωB97M-V functional and the def2-TZVPD basis.

Energy above the lowest of the compared OMol25 structures with the same formula, charge and spin: 7.312 eV
Orbital gap: 8.213 eV
Structure (SMILES): [H]/N=N\C1(/C(=N\S)N(C)C(C)=C(C)C)CC1
F_max: 4.828 eV/A

```
33
C10H18N4S (the ωB97M-V functional and the def2-TZVPD basis)
S 2.725 0.112 -2.808
N 0.101 0.075 -3.100
N -0.546 -0.404 -4.045
N 1.897 0.974 -1.679
N 0.618 1.145 0.249
C -0.559 0.710 1.023
C 0.984 0.457 -0.956
C -1.578 -0.743 2.733
C -1.930 1.228 0.619
C 0.465 -2.030 -1.827
C 1.049 2.412 0.552
C 0.954 -0.629 2.431
C -0.417 -0.158 2.006
C 0.232 -0.496 -1.810
C -0.833 -1.333 -1.234
H -1.990 2.063 1.314
H -2.684 0.333 0.498
H -2.229 -1.379 2.029
H 1.727 -0.196 1.727
H -1.097 -1.260 -3.774
H 0.869 -1.760 2.184
H -2.240 -0.071 3.195
H -0.758 -1.393 -0.184
H -1.314 -1.348 3.559
H -1.830 1.670 -0.303
H 0.579 3.241 0.155
H 1.048 2.539 1.630
H -1.879 -1.379 -1.701
H 0.286 -2.460 -2.772
H 1.151 -0.479 3.448
H 3.941 0.588 -2.379
H 1.141 -2.563 -1.248
H 2.117 2.536 0.465
```

***

(4)
A gas-phase ion, C10H18NO4 (charge -1) in a non-equilibrium geometry. Source: the OMol25 dataset; level of theory: the ωB97M-V functional and the def2-TZVPD basis.

Energy above the lowest of the compared OMol25 structures with the same formula, charge and spin: 0.621 eV
Orbital gap: 8.116 eV
Structure (SMILES): CC(C)(C)N(C(=O)OC(=O)[O-])C(C)(C)C
F_max: 6.857 eV/A
Net charge: -1

```
33
C10H18NO4 (the ωB97M-V functional and the def2-TZVPD basis)
O 2.874 -0.803 1.520
O 2.418 -0.529 -0.797
O 0.827 -1.155 -2.184
O 3.631 1.039 0.554
N 0.217 -0.215 -0.155
C -0.119 1.239 -0.353
C -0.633 -1.259 0.261
C 0.196 2.075 0.898
C -1.722 -1.867 -0.724
C 0.270 -2.505 0.524
C 1.189 -0.662 -1.129
C -1.372 -0.827 1.571
C 0.995 1.866 -1.285
C 3.070 -0.013 0.644
C -1.566 1.662 -0.669
H 1.196 2.976 -1.004
H 0.656 -2.773 -0.355
H -2.508 -1.111 -0.789
H 0.754 1.776 -2.308
H 1.179 1.713 1.375
H -0.672 1.842 1.707
H -1.989 0.060 1.475
H -2.154 -1.449 1.801
H -1.369 2.775 -0.820
H 2.004 1.414 -1.330
H -0.370 -3.431 0.991
H -1.892 1.179 -1.644
H -2.189 -2.748 -0.398
H -0.582 -0.577 2.265
H -2.110 1.350 0.123
H 0.100 3.073 0.747
H -1.342 -1.977 -1.641
H 1.013 -2.134 1.129
```

***

(5)
C10H18O2 in the gas phase in a non-equilibrium geometry. Source: the OMol25 dataset; level of theory: the ωB97M-V functional and the def2-TZVPD basis.

Energy above the lowest of the compared OMol25 structures with the same formula, charge and spin: 1.902 eV
Orbital gap: 10.401 eV
Structure (SMILES): CCC(=O)[C@H](C)C[C@@H](C)[C@@H]1CO1
F_max: 2.395 eV/A

```
30
C10H18O2 (the ωB97M-V functional and the def2-TZVPD basis)
O 0.605 1.962 -1.679
O 1.169 0.477 3.007
C -0.089 0.013 2.505
C -0.806 0.086 0.058
C -2.166 1.222 1.806
C 0.597 -0.173 -0.535
C 3.530 1.693 -0.014
C 1.246 1.100 -1.086
C 0.121 0.601 3.950
C 2.772 1.124 -1.233
C 0.486 -1.241 -1.683
C -0.752 0.834 1.393
H -0.010 -2.162 -1.321
H 0.200 -0.024 4.853
H 1.507 -1.449 -2.024
H -1.412 0.688 -0.626
H 3.085 1.647 -2.139
H -0.080 -0.854 -2.553
H -0.157 1.745 1.236
H 3.064 0.120 -1.455
H -0.093 -1.079 2.270
H 1.241 -0.576 0.266
H 3.258 1.095 0.833
H 3.266 2.742 0.162
H -1.355 -0.878 0.223
H -2.170 1.682 2.763
H -0.333 1.641 4.135
H -2.801 0.321 1.893
H 4.610 1.622 -0.218
H -2.659 1.897 1.090
```

***

(6)
A molecular structure, C10H18O2Si in a non-equilibrium geometry. Source: the OMol25 dataset; level of theory: the ωB97M-V functional and the def2-TZVPD basis.

Energy above the lowest of the compared OMol25 structures with the same formula, charge and spin: 3.226 eV
Orbital gap: 8.537 eV
F_max: 4.823 eV/A

```
31
C10H18O2Si (the ωB97M-V functional and the def2-TZVPD basis)
Si 2.680 0.490 -0.212
O -2.718 1.252 0.409
O 2.426 -1.713 1.467
C 1.726 2.069 0.088
C 4.631 0.916 -0.050
C 0.066 -2.444 0.176
C 2.107 -0.441 -1.873
C 1.933 -0.795 0.887
C 0.058 -1.018 0.531
C -2.170 0.237 1.143
C -4.644 -0.209 -0.128
C -4.121 1.130 0.315
C -1.059 -0.392 0.834
H -4.794 -1.005 0.676
H -5.510 -0.298 -0.798
H 4.994 0.001 0.608
H 1.041 -0.559 -1.824
H -4.674 1.370 1.239
H 0.935 2.252 -0.623
H 0.787 -2.683 -0.577
H -2.732 0.027 2.029
H 1.257 1.895 0.975
H 2.198 0.285 -2.766
H 5.107 0.771 -0.978
H -4.437 1.943 -0.415
H 2.227 3.055 0.168
H -0.897 -2.769 -0.190
H 4.693 1.902 0.342
H 0.248 -3.043 1.072
H -3.786 -0.746 -0.542
H 2.426 -1.478 -1.983
```

***

(7)
2 unconnected molecules or ions with the total composition C10H19BCl2IN2O2 in a non-equilibrium geometry. Source: the OMol25 dataset; level of theory: the ωB97M-V functional and the def2-TZVPD basis.

Orbital gap: 7.796 eV
F_max: 1.534 eV/A
Net charge: -1

```
37
C10H19BCl2IN2O2 (the ωB97M-V functional and the def2-TZVPD basis)
I -1.369 2.891 0.616
Cl -4.147 0.556 1.231
Cl -2.078 -2.008 -1.060
O -0.061 0.052 1.280
O -1.360 0.998 2.956
N -0.291 -0.034 -3.878
N 1.514 2.275 2.621
C -2.496 -0.081 0.841
C -0.143 0.582 3.500
C 1.106 -1.777 -2.539
C -2.234 -0.229 -0.656
C 3.291 -0.885 -3.508
C 0.299 -0.819 -3.293
C 0.272 -0.521 2.535
C -3.275 0.331 -1.597
C 0.898 1.649 3.771
C 2.498 -1.209 -2.246
B -1.299 0.808 1.510
H 1.335 -0.732 2.579
H 3.052 -1.936 -1.649
H 2.795 -0.117 -4.102
H -0.344 -1.402 2.645
H -3.587 1.315 -1.299
H -0.341 0.146 4.487
H 0.583 -2.004 -1.612
H 3.415 -1.773 -4.134
H 2.399 -0.308 -1.640
H 1.674 1.181 4.371
H -2.810 0.434 -2.566
H 4.283 -0.512 -3.253
H 1.752 1.603 1.909
H 0.413 2.408 4.362
H -4.111 -0.335 -1.679
H 0.941 3.009 2.239
H -1.285 0.198 -0.913
H -2.473 -1.057 1.285
H 1.180 -2.699 -3.118
```

***

(8)
3 unconnected molecules or ions with the total composition C10H19BF5INO9P in a non-equilibrium geometry. Source: the OMol25 dataset; level of theory: the ωB97M-V functional and the def2-TZVPD basis.

Energy above the lowest of the compared OMol25 structures with the same formula, charge and spin: 2.569 eV
Orbital gap: 7.631 eV
F_max: 4.126 eV/A

```
47
C10H19BF5INO9P (the ωB97M-V functional and the def2-TZVPD basis)
I -2.584 5.303 -5.670
P -1.718 3.507 -3.431
F -4.761 1.726 -1.369
F -2.653 0.927 -2.957
F -6.036 1.673 -3.266
F -4.135 0.919 -4.645
F -4.907 3.565 -2.724
O 1.161 3.511 -2.163
O -1.804 3.477 -1.916
O -3.074 2.874 -4.242
O -1.621 5.174 -3.880
O -0.039 -3.660 5.147
O 0.699 -3.382 3.080
O 2.666 1.362 -0.734
O 2.657 1.202 1.473
O -0.361 2.763 -4.094
N 1.428 1.246 -3.171
C 0.529 1.463 0.275
C 2.032 1.388 2.751
C -4.847 2.159 -2.684
C 0.903 -4.691 1.040
C 1.154 -5.492 4.252
C 0.583 -4.102 4.211
C 2.029 1.368 0.293
C 1.571 -3.719 1.991
C 1.324 0.126 3.199
C -3.599 1.722 -3.605
B 0.704 2.562 -3.125
H 0.105 1.904 1.175
H 1.480 -5.701 5.272
H 0.669 -5.637 1.531
H 0.913 0.688 -3.881
H 1.550 -4.897 0.185
H 0.955 4.419 -2.489
H 2.021 -0.715 3.220
H -0.041 -4.281 0.676
H 2.357 1.380 -3.612
H 0.519 -0.147 2.515
H 0.234 2.112 -0.549
H 1.774 -2.784 1.463
H 2.837 1.618 3.454
H 2.534 -4.082 2.356
H 1.373 2.260 2.743
H 0.900 0.256 4.197
H 2.029 -5.628 3.619
H 0.380 -6.207 3.969
H 0.108 0.469 0.118
```

***

(9)
A molecular structure, C10H19BrNO in a non-equilibrium geometry. Source: the OMol25 dataset; level of theory: the ωB97M-V functional and the def2-TZVPD basis.

Energy above the lowest of the compared OMol25 structures with the same formula, charge and spin: 0.596 eV
Orbital gap: 10.004 eV
F_max: 3.904 eV/A
Net charge: +1

```
32
C10H19BrNO (the ωB97M-V functional and the def2-TZVPD basis)
Br -3.475 0.154 -0.422
O -1.117 -1.993 1.744
N 0.605 0.207 0.352
C -2.161 -0.088 0.864
C 1.905 0.873 0.262
C -0.630 1.873 1.805
C -0.821 -1.654 -0.585
C 0.868 -0.667 -2.082
C -1.417 -1.320 0.796
C 0.593 -1.035 -0.588
C 1.441 -2.091 0.121
C -0.743 2.001 -0.779
C -0.675 1.163 0.475
H 0.208 0.153 -2.355
H -1.472 2.845 -0.732
H 2.236 0.583 -0.816
H 1.578 -2.955 -0.619
H 1.752 1.954 0.405
H -0.100 2.716 1.698
H 2.536 -1.686 0.233
H -1.151 1.275 -1.553
H -0.641 -2.761 -0.753
H 0.282 2.305 -1.086
H -2.615 0.237 1.832
H -0.245 1.251 2.563
H -1.461 -1.216 -1.253
H 2.015 -0.589 -2.261
H 2.733 0.577 0.959
H -1.682 2.193 2.179
H 0.420 -0.297 1.202
H 0.359 -1.625 -2.605
H 0.875 -2.383 1.001
```

***

(10)
A molecular structure, C10H19F7GaN2O2S in a non-equilibrium geometry. Source: the OMol25 dataset; level of theory: the ωB97M-V functional and the def2-TZVPD basis.

Orbital gap: 8.358 eV
F_max: 7.977 eV/A
Net charge: -1

```
42
C10H19F7GaN2O2S (the ωB97M-V functional and the def2-TZVPD basis)
Ga 0.560 2.127 -0.436
S -1.584 1.533 0.148
F -3.931 -1.464 -0.631
F -3.823 3.077 -0.451
F -2.230 2.769 -2.203
F -4.634 0.493 0.735
F -4.793 1.437 -2.632
F -2.980 -0.113 -2.586
F -6.002 -0.390 -1.135
O -1.609 0.017 0.535
O -1.906 2.301 1.488
N -0.060 -1.000 -2.083
N 0.299 -2.653 2.488
C 2.913 -2.243 2.257
C -3.765 0.802 -1.725
C -2.914 2.041 -1.069
C 1.271 1.265 -2.175
C 1.915 1.679 1.108
C 0.239 0.228 -2.914
C 2.646 -0.608 2.485
C 2.512 0.155 1.029
C -4.602 -0.110 -0.648
C 1.558 -3.020 1.701
H 0.781 -0.149 -3.909
H 0.676 3.738 -0.653
H 3.112 -2.705 3.339
H 0.268 -0.751 -1.108
H -0.130 -1.806 2.047
H -0.700 0.827 -3.273
H 1.513 2.120 -2.972
H 0.598 -1.788 -2.362
H 3.623 0.220 0.599
H 1.903 -0.550 0.320
H 1.450 -2.765 0.546
H 3.797 -2.452 1.516
H 1.317 1.910 2.114
H 1.666 -0.433 3.118
H 1.799 -4.187 1.755
H 0.526 -2.442 3.489
H 3.586 -0.195 3.087
H 2.279 0.677 -1.967
H 2.853 2.408 1.029
```

***

(11)
2 unconnected molecules or ions with the total composition C10H19FIO4P in a non-equilibrium geometry. Source: the OMol25 dataset; level of theory: the ωB97M-V functional and the def2-TZVPD basis.

Orbital gap: 8.758 eV
Structure (SMILES): C[C@@H](F)CP(I)CCC(=O)O.CCOC(C)=O
F_max: 1.494 eV/A

```
36
C10H19FIO4P (the ωB97M-V functional and the def2-TZVPD basis)
I 1.933 0.469 -1.433
P 1.171 0.783 0.891
F 1.899 2.053 3.846
O 2.016 -4.186 1.611
O -2.597 -1.372 -2.019
O -1.473 -0.490 -0.363
O 2.385 -3.123 -0.344
C 1.638 3.690 2.115
C 2.469 2.537 2.666
C -2.339 -0.355 -1.181
C 2.275 -1.788 1.659
C -3.420 -0.708 -4.217
C -3.723 -1.390 -2.899
C 0.983 -0.954 1.468
C 2.233 -3.066 0.864
C 2.722 1.395 1.703
C -3.074 0.953 -1.348
H 2.406 -2.053 2.702
H 0.385 -1.423 0.693
H 3.268 0.621 2.241
H 0.649 3.704 2.554
H -3.930 -2.446 -3.067
H -2.516 1.579 -2.043
H 3.445 2.930 2.952
H -3.200 0.351 -4.079
H 2.113 4.630 2.383
H -4.097 0.846 -1.701
H 3.133 -1.246 1.280
H 1.602 3.657 1.032
H -3.105 1.447 -0.381
H -4.270 -0.797 -4.894
H -4.603 -0.971 -2.410
H -2.550 -1.166 -4.685
H 3.399 1.758 0.935
H 2.414 -4.907 1.114
H 0.358 -0.959 2.355
```

***

(12)
A molecular structure, C10H19FN2O5STc in a non-equilibrium geometry. Source: the OMol25 dataset; level of theory: the ωB97M-V functional and the def2-TZVPD basis.

Energy above the lowest of the compared OMol25 structures with the same formula, charge and spin: 0.000 eV
Orbital gap (alpha / beta): 6.972 / 6.011 eV
2S+1: 4
F_max: 5.455 eV/A
Net charge: +2

```
39
C10H19FN2O5STc (the ωB97M-V functional and the def2-TZVPD basis)
Tc 0.010 -0.012 0.136
S -0.701 1.702 1.731
F 1.718 -0.058 0.897
O 0.128 -1.785 -1.255
O 0.863 -3.316 -2.672
O 0.216 1.357 -1.349
O 2.332 -0.200 -1.763
O 0.627 2.548 -3.182
N -2.103 0.004 -0.273
N -0.594 -1.378 1.660
C 0.970 -2.182 -2.058
C 2.292 0.958 -2.503
C 2.232 -1.430 -2.423
C -1.135 0.584 3.140
C -2.836 -0.876 0.668
C -0.484 -0.784 3.014
C 0.877 1.725 -2.356
C -2.630 1.383 -0.278
C -2.362 2.094 1.041
C -1.915 -1.934 1.288
H 0.584 -0.690 3.232
H 0.045 -2.171 1.687
H -3.710 1.393 -0.471
H 2.484 0.828 -3.573
H -0.757 1.076 4.037
H -2.248 -0.354 -1.217
H -3.103 1.867 1.804
H -2.137 1.919 -1.092
H -2.217 0.520 3.225
H 2.293 -1.343 -3.515
H -1.738 -2.730 0.560
H -2.422 -2.382 2.148
H 3.076 -2.057 -2.095
H -2.382 3.171 0.881
H -3.280 -0.267 1.451
H 2.996 1.678 -2.066
H 0.076 -3.851 -2.452
H -3.658 -1.389 0.162
H -0.926 -1.455 3.758
```